1.
Molecular formula: C5H8S
Method: DFT, ωB97M-V with the def2-TZVPD basis set

CARTESIAN COORDINATES (ANGSTROEM)
C1 1.726 0.258 0.072
C2 0.364 1.126 -0.006
C3 -0.681 0.119 -0.331
C4 -1.780 -0.802 -0.075
C5 -0.404 -1.039 0.467
S1 1.285 -1.474 -0.132
H1 2.357 0.437 -0.765
H2 2.231 0.492 1.041
H3 0.578 1.794 -1.017
H4 0.055 1.925 0.890
H5 -0.508 -0.307 -1.401
H6 -2.416 -0.379 0.733
H7 -2.376 -1.299 -0.964
H8 -0.431 -0.851 1.487

Calculated values
- Energy: -593.3357 hartree

Löwdin atomic charge list, values in e, 2 entries: -0.474 -0.200



2.
Molecular formula: C5H8S
Method: DFT, ωB97M-V with the def2-TZVPD basis set

CARTESIAN COORDINATES (ANGSTROEM)
C1 0.404 -1.254 0.035
C2 1.686 -1.490 0.057
C3 0.110 0.163 0.043
C4 -0.685 0.653 1.211
C5 -0.555 0.518 -1.285
S1 1.875 0.815 -0.052
H1 -0.385 -1.978 -0.065
H2 2.638 -1.949 0.125
H3 -0.654 1.780 1.160
H4 -0.498 0.436 2.236
H5 -1.717 0.330 1.134
H6 -1.525 0.062 -1.321
H7 0.104 0.372 -2.098
H8 -0.797 1.543 -1.183

Calculated values
- Energy: -593.3797 hartree

Löwdin atomic charge list, values in e, 2 entries: -0.253 0.041



3.
Molecular formula: C5H8S2
Method: DFT, ωB97M-V with the def2-TZVPD basis set

CARTESIAN COORDINATES (ANGSTROEM)
C1 3.621 0.200 0.128
C2 2.339 0.448 -0.248
S1 0.969 -0.718 -0.167
C3 -0.414 0.304 0.123
S2 -0.544 1.916 0.041
C4 -1.563 -0.614 0.560
C5 -2.696 -0.378 -0.435
H1 4.383 0.973 -0.052
H2 3.877 -0.735 0.573
H3 1.994 1.323 -0.722
H4 -1.244 -1.638 0.545
H5 -1.876 -0.337 1.576
H6 -3.054 0.609 -0.115
H7 -2.313 -0.230 -1.391
H8 -3.479 -1.122 -0.415

Calculated values
- Energy: -991.6388 hartree

Löwdin atomic charge list, values in e, 2 entries: -0.037 -0.471



What are the orbital gap values for these records? In order: 9.34; 8.43; 8.56 eV.
What are the relative energy (zero: lowest compared OMol25 entry of this formula, charge and spin) values for these records? In order: 95.7; 68.1; 29.8 kcal/mol.